27
Properties=species:S:1:pos:R:3:forces:R:3 method="wB97M-V/def2-TZVPD" gap_ev=10.03 smiles=CCC[C@H](C)[C@@H](I)[C@H]([NH3+])O homo_energy_ha=-0.4923 multiplicity=1 e_above_lowest_kcal_mol=0.00 charge=+1 total_energy_ev=-19164.2523
C 0.4867 -2.9775 0.2352 1.9 3.1 1.4
C -1.8475 0.5143 -1.8150 0.2 0.3 2.5
C 0.1455 -1.8046 -0.7020 0.8 0.8 1.1
C -0.9066 -1.0079 0.1027 2.1 2.3 0.0
C -1.1086 0.4699 -0.4268 -0.8 -0.6 -1.9
C 0.0811 1.4670 -0.5503 1.4 -1.9 4.0
C 1.3323 1.1344 0.5858 -3.1 -1.0 -1.6
N 0.7062 1.5664 2.0164 1.9 1.8 -3.0
O 2.3467 1.9435 0.2516 -0.9 0.6 -0.4
I -0.3957 3.5925 -0.4504 0.1 -1.1 -0.1
H 0.6134 -2.7911 1.3388 -0.7 0.4 -0.9
H 1.3896 -3.4352 0.0491 1.9 -1.3 -1.1
H -0.2838 -3.5759 0.0317 -2.8 -3.1 0.1
H -2.1169 1.5144 -2.0224 -0.1 1.3 -0.4
H -2.7922 0.0219 -1.7462 -0.4 -0.9 -0.1
H -1.2129 0.1786 -2.5738 0.7 -0.9 -1.3
H 1.0847 -1.1804 -1.1197 -2.3 -1.4 0.8
H -0.4574 -2.2708 -1.4620 0.6 0.2 -1.2
H -0.4480 -0.8198 1.0955 -0.4 -0.5 0.0
H -1.8353 -1.5935 0.2780 0.5 0.7 -0.4
H -1.7840 0.8761 0.2523 -1.4 1.0 1.4
H 0.6120 1.2344 -1.4058 0.9 0.2 -2.1
H 1.5841 0.0085 0.6160 -0.5 1.8 0.2
H 0.7332 0.8802 2.7182 0.0 -0.9 1.3
H 1.2076 2.4619 2.1951 -0.4 -0.8 0.6
H -0.1963 1.8537 1.6998 -1.4 0.1 0.5
H 3.0620 1.7392 0.8083 2.2 -0.3 0.9